Below is C4H16N2NiO10 as an isolated structure, with properties calculated with wB97M-V/def2-TZVPD.

Structure (XYZ):
```
33
Properties=species:S:1:pos:R:3
Ni -0.165 0.172 0.155
N 1.973 -2.086 -0.661
O 1.688 -3.157 -1.189
O 3.077 -1.561 -0.728
O 1.020 -1.435 -0.080
N 1.135 2.120 -2.115
O 2.089 2.791 -1.721
O 0.560 2.309 -3.182
O 0.708 1.182 -1.354
C -1.209 -1.671 -2.112
O -1.585 -0.772 -1.051
H -1.507 -2.685 -1.867
H -1.602 -1.328 -3.074
H -0.135 -1.632 -2.267
H -2.525 -0.901 -0.899
C -0.944 -2.040 2.119
O -1.145 -0.650 1.772
H -1.874 -2.609 2.149
H -0.294 -2.486 1.369
H -0.438 -2.108 3.083
H -1.386 -0.206 2.590
C -1.879 2.557 -0.873
O -1.273 1.960 0.332
H -1.405 3.516 -1.076
H -1.695 1.906 -1.720
H -2.937 2.726 -0.686
H -0.782 2.651 0.786
C 2.145 0.388 2.383
O 1.368 0.934 1.297
H 1.458 -0.124 3.048
H 2.872 -0.317 1.978
H 2.689 1.183 2.891
H 1.998 1.373 0.702
```

Computed properties:
2S+1: 3
orbital gap (alpha / beta): 8.72 / 8.69 eV
<S²>: 2.0030
relative energy (zero: lowest compared OMol25 entry of this formula, charge and spin): 0.000 eV
net charge: 0
HOMO energy (alpha / beta): -9.06 / -9.03 eV
maximum force: 0.0268 Eh/bohr

Table of Löwdin atomic charges, one value per atom, all in e: 0.6894 -0.5417 0.0206 0.0367 -0.1588 -0.5537 0.0138 0.0211 -0.1339 -0.0685 -0.1430 0.0955 0.0948 0.0734 0.1143 -0.0718 -0.1427 0.0893 0.0758 0.0908 0.1148 -0.0538 -0.1512 0.0962 0.0692 0.0846 0.1028 -0.0633 -0.1650 0.0765 0.0915 0.0899 0.1066

***

Below is C23H61O8PSi2 as an isolated structure, with properties calculated with wB97M-V/def2-TZVPD.

Structure (XYZ):
```
95
Properties=species:S:1:pos:R:3
C -4.987 1.574 -3.100
C -4.910 1.240 -1.589
Si -3.357 0.239 -1.296
O -3.438 -0.492 0.206
Si -2.006 -1.076 0.857
C -2.438 -1.700 2.584
C -1.738 -0.935 3.744
C -1.012 -1.877 4.720
C 0.331 -1.326 5.218
C 1.534 -1.782 4.397
C 1.296 -1.706 2.884
C 2.594 -1.682 2.051
C 2.538 -0.546 1.030
C 2.656 0.823 1.740
C 3.461 1.861 0.945
C 4.066 2.889 1.887
O 5.036 2.374 2.781
C 6.080 1.642 2.164
C -1.254 -2.503 -0.119
C -0.361 -2.149 -1.330
C -0.497 -3.159 -2.494
C -0.042 -2.645 -3.880
O -1.058 -2.737 -4.866
C -1.904 -1.594 -4.930
P -1.651 1.707 -1.445
O -1.858 2.633 -2.595
H -4.475 2.508 -3.287
H -4.506 0.810 -3.705
H -6.012 1.658 -3.435
H -4.871 2.164 -1.027
H -5.770 0.653 -1.287
H -3.302 -0.812 -2.323
H -0.990 0.009 0.952
H -3.509 -1.587 2.712
H -2.240 -2.766 2.623
H -2.496 -0.427 4.321
H -1.075 -0.166 3.365
H -0.889 -2.870 4.304
H -1.639 -2.007 5.596
H 0.279 -0.241 5.261
H 0.477 -1.659 6.242
H 2.436 -1.249 4.681
H 1.687 -2.835 4.638
H 0.742 -0.795 2.681
H 0.684 -2.558 2.618
H 2.689 -2.625 1.522
H 3.430 -1.509 2.720
H 1.566 -0.548 0.540
H 3.301 -0.673 0.266
H 3.127 0.681 2.708
H 1.655 1.220 1.847
H 2.770 2.417 0.320
H 4.185 1.411 0.274
H 3.253 3.249 2.513
H 4.427 3.758 1.337
H 6.981 1.790 2.745
H 5.819 0.586 2.120
H 6.263 1.965 1.141
H -2.033 -3.213 -0.387
H -0.621 -3.016 0.601
H 0.674 -2.207 -1.020
H -0.528 -1.149 -1.727
H -1.524 -3.494 -2.578
H 0.138 -4.003 -2.252
H 0.362 -1.632 -3.857
H 0.755 -3.288 -4.242
H -1.639 -0.975 -5.782
H -1.758 -0.979 -4.051
H -2.936 -1.907 -5.013
H -1.690 2.438 -0.230
H -0.389 1.075 -1.512
C 2.490 5.964 -0.890
O 2.439 4.817 -0.043
H 3.096 5.708 -1.754
H 1.490 6.243 -1.229
H 2.948 6.810 -0.373
H 1.901 5.046 0.723
C 2.348 0.072 -2.407
O 1.418 0.390 -3.440
H 2.123 -0.926 -2.051
H 3.374 0.095 -2.782
H 2.245 0.777 -1.577
H 1.622 1.276 -3.758
C -1.213 -2.540 -8.939
O -2.158 -2.561 -7.877
H -1.734 -2.230 -9.841
H -0.407 -1.829 -8.733
H -0.784 -3.533 -9.102
H -1.689 -2.840 -7.080
C -3.237 2.198 6.782
O -2.637 1.928 5.518
H -2.476 2.053 7.544
H -3.596 3.229 6.833
H -4.068 1.515 6.975
H -3.311 2.058 4.843
```

Computed properties:
orbital gap: 9.77 eV
relative energy (zero: lowest compared OMol25 entry of this formula, charge and spin): 0.442 eV
net charge: 0
HOMO energy: -9.42 eV
maximum force: 0.0318 Eh/bohr

Table of Löwdin atomic charges, one value per atom, all in e: -0.1670 -0.3269 0.4358 -0.3631 0.5047 -0.2322 -0.2529 -0.2045 -0.2070 -0.1972 -0.2014 -0.1853 -0.2128 -0.1754 -0.1953 -0.2444 -0.1850 -0.1053 -0.2445 -0.2618 -0.1475 -0.2104 -0.2038 -0.0980 0.5722 -0.5178 0.0571 0.0435 0.0638 0.0677 0.0697 0.0100 0.0212 0.0694 0.0673 0.0830 0.0682 0.0982 0.1047 0.1107 0.1017 0.1045 0.1131 0.0766 0.1006 0.1046 0.0998 0.0796 0.0998 0.1101 0.1071 0.0875 0.0998 0.1223 0.1106 0.0846 0.0826 0.0861 0.0810 0.0636 0.0837 0.0527 0.1106 0.1073 0.0938 0.1175 0.0873 0.0565 0.0931 -0.0119 -0.0381 -0.1424 -0.1369 0.0780 0.0776 0.0773 0.0812 -0.1493 -0.1411 0.0577 0.0867 0.0620 0.0874 -0.1587 -0.1326 0.0749 0.0757 0.0751 0.0413 -0.1560 -0.1347 0.0770 0.0746 0.0760 0.0733

***

Below is C27H30N3P2S3W as an isolated structure, with properties calculated with wB97M-V/def2-TZVPD.

Structure (XYZ):
```
66
Properties=species:S:1:pos:R:3
W 0.439 0.272 -0.338
C -1.014 0.616 3.360
C 0.435 0.382 3.107
N 1.042 0.321 1.925
C 2.416 0.183 2.105
C 2.823 0.132 3.398
S 1.480 0.231 4.435
C 3.262 0.114 0.925
C 4.618 0.058 0.870
S 5.130 -0.046 -0.750
C 3.529 0.019 -1.297
N 2.638 0.101 -0.310
C 3.244 -0.026 -2.757
H -1.629 0.093 2.634
H -1.238 1.684 3.334
H -1.287 0.248 4.347
H 3.824 0.023 3.780
H 5.324 0.061 1.682
H 4.166 -0.185 -3.311
H 2.802 0.912 -3.092
H 2.558 -0.839 -2.994
S -0.078 2.176 -4.336
C -0.217 0.478 -4.641
C -0.088 -0.252 -3.510
C 0.146 0.534 -2.323
C 0.163 1.910 -2.693
C 0.371 2.967 -1.705
C 0.410 4.321 -1.979
C 0.627 5.210 -0.933
C 0.805 4.717 0.350
C 0.755 3.347 0.553
N 0.537 2.486 -0.447
H -0.388 0.139 -5.650
H -0.140 -1.331 -3.520
H 0.277 4.687 -2.988
H 0.659 6.273 -1.123
H 0.980 5.376 1.188
H 0.897 2.918 1.537
C -2.944 -0.160 -1.679
P -2.101 0.090 -0.094
C -2.963 1.527 0.605
C -2.437 -1.398 0.882
C -3.657 -1.585 1.526
C -3.890 -2.741 2.258
C -2.908 -3.716 2.348
C -1.695 -3.547 1.693
C -1.446 -2.392 0.957
P 0.082 -2.216 -0.013
C 1.416 -3.009 0.928
C -0.143 -3.289 -1.455
H -4.014 -0.280 -1.494
H -2.569 -1.055 -2.173
H -2.784 0.701 -2.327
H -3.971 1.269 0.933
H -3.051 2.273 -0.187
H -2.419 1.966 1.436
H -4.436 -0.836 1.471
H -4.840 -2.880 2.755
H -3.087 -4.615 2.922
H -0.951 -4.330 1.764
H 1.222 -4.073 1.061
H 1.519 -2.539 1.906
H 2.353 -2.902 0.378
H -0.359 -4.303 -1.111
H 0.770 -3.312 -2.051
H -0.976 -2.953 -2.070
```

Computed properties:
2S+1: 3
orbital gap (alpha / beta): 6.02 / 6.88 eV
<S²>: 2.1171
relative energy (zero: lowest compared OMol25 entry of this formula, charge and spin): 0.000 eV
net charge: +3
HOMO energy (alpha / beta): -17.00 / -16.98 eV
maximum force: 0.0060 Eh/bohr

Table of Löwdin atomic charges, one value per atom, all in e: 1.3855 -0.0530 -0.6053 -0.0665 -0.3501 -0.2807 1.2126 -0.3354 -0.2728 1.2244 -0.5881 -0.0869 -0.0495 0.0389 0.0967 0.0993 0.1036 0.1033 0.0957 0.0898 0.0838 1.1913 -0.3009 -0.2038 -0.4243 -0.5091 -0.2774 0.0291 0.0202 0.0059 -0.0806 -0.0484 0.0998 0.0976 0.1263 0.1395 0.1322 0.1129 -0.2011 0.8144 -0.2050 -0.4078 -0.0580 -0.0159 -0.0155 -0.0520 -0.3763 0.8020 -0.2142 -0.2099 0.0785 0.0475 0.0589 0.0642 0.0657 0.0278 0.1140 0.1310 0.1306 0.1146 0.0649 0.0510 0.0579 0.0737 0.0613 0.0426

***

Below is C26H45AsNO9P2Si2Ta as an isolated structure, with properties calculated with wB97M-V/def2-TZVPD.

Structure (XYZ):
```
87
Properties=species:S:1:pos:R:3
Ta 1.213 0.570 0.937
C 1.740 3.542 3.241
C 1.155 2.263 2.712
O 0.790 2.255 1.542
C 0.698 1.264 3.651
C 0.859 1.416 5.040
C 0.181 0.608 5.921
C -0.677 -0.386 5.442
C -0.816 -0.588 4.091
C -0.126 0.223 3.173
O -0.287 0.018 1.894
H 2.084 4.155 2.407
H 2.566 3.367 3.926
H 0.946 4.072 3.771
H 1.504 2.194 5.426
H 0.280 0.760 6.984
H -1.248 -0.985 6.134
H -1.460 -1.358 3.693
N 5.741 0.002 1.069
C 4.340 -0.425 0.793
C 4.264 -1.889 0.383
P 3.228 -0.025 2.200
O 4.119 -0.601 3.388
O 1.990 -0.809 1.949
O 2.999 1.421 2.297
P 3.785 0.802 -0.505
O 3.436 -0.122 -1.764
O 4.998 1.630 -0.682
O 2.497 1.456 -0.107
H 5.887 0.295 2.041
H 5.848 0.857 0.381
H 6.437 -0.713 0.830
H 4.430 -2.540 1.242
H 5.006 -2.107 -0.388
H 3.283 -2.136 -0.038
H 3.911 -0.409 4.300
H 3.865 0.111 -2.593
C -5.921 -0.458 -0.080
C -4.775 0.454 -0.362
C -4.423 0.768 -1.672
C -3.332 1.560 -1.968
C -3.031 1.908 -3.391
C -2.512 2.013 -0.909
C -1.244 2.622 -1.262
O -0.166 2.403 -0.716
C -2.920 1.799 0.421
C -2.280 2.524 1.566
C -4.041 1.025 0.671
H -6.106 -1.119 -0.922
H -6.831 0.115 0.098
H -5.729 -1.052 0.810
H -5.028 0.384 -2.479
H -3.721 1.398 -4.055
H -2.018 1.625 -3.652
H -3.156 2.980 -3.538
H -1.248 3.256 -2.165
H -2.953 3.310 1.921
H -1.346 3.001 1.280
H -2.120 1.838 2.400
H -4.364 0.881 1.690
C 1.696 -1.892 -4.207
Si 0.420 -0.555 -3.561
C 0.976 1.214 -4.147
C -1.398 -0.988 -4.106
As 0.526 -0.521 -0.914
Si -0.945 -2.752 -1.075
C -0.218 -4.006 -2.379
C -0.651 -3.544 0.664
C -2.847 -2.443 -1.359
H 1.220 -2.752 -4.664
H 2.282 -2.238 -3.358
H 2.368 -1.482 -4.956
H 1.544 1.180 -5.070
H 1.589 1.681 -3.380
H 0.135 1.874 -4.328
H -1.714 -0.408 -4.967
H -2.043 -0.768 -3.257
H -1.519 -2.035 -4.363
H 0.865 -3.936 -2.372
H -0.552 -3.821 -3.391
H -0.495 -5.026 -2.131
H 0.387 -3.840 0.784
H -1.254 -4.427 0.844
H -0.885 -2.823 1.441
H -3.168 -2.640 -2.375
H -3.071 -1.407 -1.120
H -3.449 -3.072 -0.711
```

Computed properties:
orbital gap: 6.73 eV
relative energy (zero: lowest compared OMol25 entry of this formula, charge and spin): 7.867 eV
net charge: +2
HOMO energy: -12.95 eV
maximum force: 0.1631 Eh/bohr

Table of Löwdin atomic charges, one value per atom, all in e: 1.2796 0.0511 -0.4219 -0.1280 -0.1343 0.0060 -0.0374 -0.0148 0.0384 -0.3404 -0.2324 0.1172 0.0992 0.1245 0.1237 0.1203 0.1263 0.1295 0.1791 -0.4749 -0.0482 0.3412 -0.0415 -0.2855 -0.2185 0.3917 -0.1739 -0.2146 -0.4026 0.1604 0.1270 0.1788 0.1023 0.1049 0.0725 0.1121 0.1123 -0.0322 -0.2636 -0.0134 -0.2077 -0.0376 -0.1115 -0.1824 -0.0836 -0.1862 -0.0150 0.0068 0.0837 0.0968 0.0851 0.1278 0.0915 0.0397 0.1030 0.1392 0.1072 0.0641 0.0778 0.1294 -0.2021 0.5584 -0.1969 -0.1996 0.8171 0.5515 -0.1940 -0.2205 -0.1843 0.0234 0.0022 0.0286 0.0310 0.0089 0.0128 0.0410 -0.0139 0.0219 0.0117 0.0059 0.0399 0.0194 0.0328 -0.0040 0.0300 -0.0065 0.0373

***

Below is the molecule C26H34N4O4S2, with properties calculated with wB97M-V/def2-TZVPD.

Structure (XYZ):
```
70
Properties=species:S:1:pos:R:3
C -3.964 -3.964 0.813
C -3.311 -5.023 1.702
N -2.477 -4.502 2.759
C -3.031 -3.573 3.716
C -4.134 -4.206 4.558
S -0.859 -4.358 2.420
O -0.461 -5.541 1.713
O -0.192 -4.029 3.646
C -0.704 -2.960 1.304
C -0.540 -3.212 -0.055
C -0.439 -2.175 -0.963
C -0.510 -0.887 -0.456
C -0.702 -0.635 0.926
C -0.790 -1.689 1.827
N -0.760 0.717 1.138
C -0.610 1.262 -0.039
S -0.558 2.971 -0.334
C -0.329 3.606 1.365
C 1.074 4.189 1.502
O 1.227 5.391 1.372
N 2.112 3.362 1.739
C 2.064 1.940 1.972
C 2.835 1.123 0.914
C 3.031 1.836 -0.427
C 4.214 2.807 -0.424
C 3.935 4.131 0.283
C 3.437 3.958 1.717
N -0.452 0.353 -1.054
C -0.167 0.631 -2.404
C -0.929 1.546 -3.113
C -0.628 1.835 -4.432
C 0.439 1.200 -5.061
O 0.820 1.404 -6.346
C 0.110 2.340 -7.123
C 1.199 0.273 -4.341
C 0.904 -0.006 -3.027
H -4.687 -3.377 1.374
H -4.485 -4.455 -0.005
H -3.217 -3.293 0.397
H -4.085 -5.655 2.149
H -2.654 -5.661 1.110
H -3.408 -2.666 3.222
H -2.195 -3.298 4.362
H -5.016 -4.415 3.958
H -4.414 -3.526 5.359
H -3.778 -5.135 4.994
H -0.481 -4.240 -0.371
H -0.315 -2.361 -2.019
H -0.902 -1.529 2.885
H -1.033 4.431 1.472
H -0.580 2.799 2.047
H 2.495 1.741 2.961
H 1.030 1.605 1.999
H 2.288 0.191 0.753
H 3.818 0.849 1.301
H 3.219 1.076 -1.189
H 2.123 2.367 -0.716
H 5.072 2.318 0.045
H 4.489 3.026 -1.458
H 4.848 4.729 0.298
H 3.179 4.693 -0.269
H 4.113 3.322 2.291
H 3.372 4.940 2.193
H -1.764 2.035 -2.636
H -1.236 2.554 -4.957
H 0.598 2.343 -8.096
H 0.162 3.343 -6.689
H -0.938 2.048 -7.245
H 2.025 -0.208 -4.839
H 1.507 -0.708 -2.471
```

Computed properties:
SMILES: CCN(CC)S(=O)(=O)c1ccc2c(c1)nc(SCC(=O)N1CCCCCC1)n2-c1ccc(OC)cc1
orbital gap: 8.92 eV
relative energy (zero: lowest compared OMol25 entry of this formula, charge and spin): 0.000 eV
net charge: 0
HOMO energy: -8.47 eV
maximum force: 0.0215 Eh/bohr

Table of Löwdin atomic charges, one value per atom, all in e: -0.0627 -0.2472 -0.2563 -0.2731 -0.0698 0.6676 -0.2872 -0.2824 -0.2737 -0.0686 0.0096 -0.1423 -0.2049 0.0215 0.1050 -0.5856 1.0492 -0.3117 -0.5337 0.0482 -0.0643 -0.1434 -0.1487 -0.2019 -0.1985 -0.1690 -0.1366 0.0392 -0.2269 -0.0340 -0.0019 -0.2716 -0.0770 -0.0821 0.0160 -0.0116 0.0689 0.0773 0.0591 0.1175 0.1067 0.1150 0.1053 0.0661 0.0755 0.0835 0.1128 0.1143 0.1219 0.0858 0.0687 0.1280 0.0766 0.1007 0.1078 0.1021 0.0786 0.1103 0.1080 0.1126 0.1140 0.1296 0.1237 0.1004 0.1074 0.0947 0.0975 0.0967 0.1230 0.1203

***

Below is the molecule C9H10O2S, with properties calculated with wB97M-V/def2-TZVPD.

Structure (XYZ):
```
22
Properties=species:S:1:pos:R:3
C -1.848 -2.431 -0.418
C -0.870 -1.379 -0.386
C -0.989 -0.130 -0.830
C 0.046 0.875 -0.670
C -0.176 1.739 0.523
C 0.783 2.035 1.395
C 2.171 1.570 1.281
C 2.395 0.528 0.413
C 1.405 0.159 -0.610
S 0.860 -1.568 -0.079
O 1.317 -2.632 -0.933
O 1.210 -1.846 1.303
H -1.491 -3.308 -0.045
H -2.237 -2.654 -1.394
H -2.663 -2.237 0.329
H -1.822 0.201 -1.378
H 0.084 1.549 -1.606
H -1.180 2.133 0.799
H 0.348 2.518 2.263
H 2.932 1.823 1.992
H 3.368 0.178 0.115
H 1.925 0.293 -1.564
```

Computed properties:
SMILES: CC1=C[C@H]2C=CC=C[C@H]2S1(=O)=O
orbital gap: 9.11 eV
relative energy (zero: lowest compared OMol25 entry of this formula, charge and spin): 1.965 eV
net charge: 0
HOMO energy: -8.79 eV
maximum force: 0.0654 Eh/bohr

Table of Löwdin atomic charges, one value per atom, all in e: -0.0536 -0.3146 -0.0706 -0.3119 -0.0634 -0.0848 -0.0347 -0.1013 -0.2533 0.7426 -0.3105 -0.2990 0.0504 0.0964 0.1190 0.1213 0.1779 0.1269 0.1035 0.0966 0.1147 0.1487